{
  "formula": "C34H47N2O9P3Ti",
  "method": "the ωB97M-V functional and the def2-TZVPD basis",
  "e_above_lowest_kcal_mol": 35.8,
  "largest_force_ev_per_a": 2.84,
  "mol_weight_g_mol": 768.54,
  "total_charge": 0,
  "energy_ev": -108419.94970,
  "homo_ha": -0.2753,
  "lumo_energy_ev": -0.01,
  "symbols": ["Ti", "O", "C", "O", "C", "C", "C", "C", "C", "C", "C", "C", "C", "N", "H", "H", "H", "H", "H", "H", "C", "C", "O", "P", "O", "O", "O", "P", "O", "O", "O", "H", "H", "H", "H", "H", "H", "H", "C", "C", "C", "C", "C", "C", "C", "C", "C", "C", "H", "H", "H", "H", "H", "H", "H", "C", "C", "C", "C", "P", "N", "C", "C", "C", "C", "C", "C", "C", "C", "H", "H", "H", "H", "H", "H", "H", "H", "H", "H", "H", "H", "H", "H", "H", "H", "H", "H", "H", "H", "H", "H", "H", "H", "H", "H", "H"],
  "coordinates": [[0.459, 0.009, 0.089], [-1.511, 0.373, -3.212], [-1.151, 0.880, -2.162], [-0.048, 0.611, -1.557], [-2.018, 1.904, -1.458], [-3.167, 2.455, -2.062], [-3.916, 3.342, -1.341], [-3.543, 3.646, -0.014], [-4.284, 4.508, 0.820], [-3.880, 4.740, 2.106], [-2.716, 4.132, 2.609], [-1.967, 3.298, 1.828], [-2.365, 3.033, 0.500], [-1.624, 2.195, -0.244], [-3.416, 2.173, -3.074], [-4.793, 3.809, -1.766], [-5.183, 4.968, 0.435], [-4.455, 5.388, 2.751], [-2.413, 4.340, 3.624], [-1.069, 2.817, 2.187], [-2.722, -3.655, 1.370], [-1.986, -2.456, 1.917], [-2.557, -2.018, 3.136], [-2.099, -0.948, 0.872], [-3.664, -0.578, 0.844], [-1.861, -1.211, -0.677], [-1.272, 0.156, 1.385], [-0.142, -2.719, 1.968], [0.197, -1.891, 3.343], [0.333, -4.103, 2.074], [0.290, -1.867, 0.791], [-3.751, -3.398, 1.116], [-2.726, -4.433, 2.131], [-2.192, -4.034, 0.497], [-1.836, -1.668, 3.680], [-4.014, -0.443, 1.725], [-2.573, -1.659, -1.139], [0.731, -2.460, 3.900], [1.940, 5.611, 0.605], [1.349, 4.807, -0.383], [1.126, 3.477, -0.153], [1.478, 2.869, 1.074], [1.239, 1.483, 1.319], [1.642, 0.990, 2.545], [2.272, 1.789, 3.518], [2.487, 3.118, 3.289], [2.087, 3.692, 2.067], [2.299, 5.062, 1.802], [2.117, 6.659, 0.408], [1.075, 5.254, -1.329], [0.672, 2.849, -0.910], [1.480, -0.058, 2.782], [2.593, 1.337, 4.446], [2.964, 3.743, 4.033], [2.762, 5.665, 2.570], [4.647, 1.617, -0.584], [4.178, 0.902, -1.851], [5.318, 0.758, -2.854], [3.046, 1.751, -2.441], [3.384, -0.735, -1.206], [2.145, -0.330, -0.367], [4.615, -1.670, -0.052], [6.059, -1.732, -0.540], [4.047, -3.077, 0.131], [4.530, -1.005, 1.323], [2.866, -1.866, -2.684], [2.143, -0.964, -3.684], [1.824, -2.862, -2.167], [4.005, -2.592, -3.396], [4.910, 2.650, -0.808], [5.522, 1.142, -0.153], [3.827, 1.616, 0.139], [5.665, 1.750, -3.146], [4.990, 0.244, -3.754], [6.160, 0.214, -2.436], [3.177, 2.797, -2.169], [2.093, 1.419, -2.021], [3.017, 1.693, -3.526], [6.126, -2.136, -1.546], [6.642, -2.372, 0.122], [6.523, -0.749, -0.531], [4.161, -3.685, -0.760], [2.993, -3.007, 0.400], [4.570, -3.588, 0.939], [5.109, -0.091, 1.394], [4.901, -1.691, 2.085], [3.482, -0.774, 1.532], [1.316, -0.450, -3.193], [1.736, -1.570, -4.493], [2.815, -0.237, -4.128], [1.187, -2.372, -1.421], [2.273, -3.746, -1.726], [1.193, -3.191, -2.993], [4.760, -1.897, -3.754], [3.600, -3.124, -4.258], [4.490, -3.324, -2.756]]
}